Record 1
C6H16CdIO2 | ωB97M-V/def2-TZVPD

Geometry as XYZ:
```
26
Properties=species:S:1:pos:R:3:forces:R:3
Cd 2.1158 2.0174 -1.9859 -0.08 -0.16 0.16
I 0.2506 0.6448 -0.5454 0.14 0.20 0.09
C 3.3269 1.8574 2.8824 0.87 0.07 0.48
C 3.9496 0.5434 2.4399 -0.84 -0.28 0.75
C 3.7333 -0.5535 3.5103 0.92 0.37 -0.37
O 3.2821 0.1266 1.2905 -0.01 -0.46 -1.64
H 3.7338 2.6847 2.3009 -0.22 0.07 -0.05
H 3.5944 2.0093 3.9281 -0.20 0.33 0.08
H 2.2431 1.8143 2.7739 -0.02 0.05 0.10
H 4.9768 0.6923 2.1070 0.18 -0.19 0.46
H 4.2146 -0.3206 4.4601 -0.23 0.19 0.13
H 4.1698 -1.4998 3.1908 -0.16 -0.01 -0.21
H 2.6556 -0.6741 3.6211 0.01 -0.05 0.26
H 2.3358 0.1528 1.4505 -0.22 -0.05 -0.07
C -4.1021 0.4680 -2.4974 -0.68 -0.48 -0.57
C -3.5612 -0.9192 -2.1828 1.53 0.48 -1.32
C -4.0563 -1.9744 -3.1234 -1.33 -0.77 0.00
O -2.1644 -0.9253 -2.5504 0.20 -0.09 0.46
H -4.0037 0.6255 -3.5714 0.45 0.06 -0.08
H -3.5910 1.2817 -1.9828 -0.21 -0.14 0.22
H -5.1863 0.4763 -2.3855 -0.10 0.30 0.62
H -3.7236 -1.2216 -1.1482 0.12 0.05 0.15
H -5.0951 -2.2060 -2.8881 -0.19 -0.17 -0.11
H -3.4735 -2.8906 -3.0280 -0.01 0.07 0.22
H -4.0165 -1.7013 -4.1779 0.14 0.38 0.10
H -1.6085 -0.5080 -1.8883 -0.05 0.22 0.14
```
Forces are in eV/Å.

Values from the calculation:
Orbital gap (spin up / spin down) in eV: 8.6 / 7.1
Total charge: 0
Spin multiplicity: 2
DFT total energy in eV: -23240.91864
⟨S²⟩: 0.756
Energy above the lowest of the compared OMol25 structures with the same formula, charge and spin in kcal per mole: 0.00
HOMO energy (spin up / spin down) in eV: -8.348 / -9.517
Strongest force on any atom in eV Å⁻¹: 2.082

Population analysis type Löwdin, resulting atomic charges in e:
1. Cd 0.561
2. I -0.098
3. C -0.059
4. C -0.508
5. C -0.050
6. O -0.143
7. H 0.077
8. H 0.077
9. H 0.079
10. H 0.138
11. H 0.073
12. H 0.075
13. H 0.082
14. H -0.030
15. C -0.060
16. C -0.481
17. C -0.081
18. O -0.134
19. H 0.077
20. H 0.075
21. H 0.076
22. H 0.135
23. H 0.078
24. H 0.082
25. H 0.083
26. H -0.126

---

Record 2
C12H30BaN2O4 | ωB97M-V/def2-TZVPD

Geometry as XYZ:
```
49
Properties=species:S:1:pos:R:3:forces:R:3
Ba 0.2829 -0.7387 -0.2035 -0.08 -0.53 1.38
C 3.9097 -0.7912 -0.8839 1.18 0.30 -0.39
O 2.6761 -0.3703 -1.4972 -0.46 -0.23 0.47
C 2.7331 0.7693 -2.3406 0.11 -0.32 0.21
C 1.4171 0.8419 -3.1170 2.39 0.13 0.82
N 0.3321 1.2880 -2.2465 -0.20 0.58 -3.51
C -0.8793 1.3413 -3.0007 -1.32 0.81 1.59
C -1.5989 -0.0083 -3.1370 -0.74 -0.52 -0.16
O -1.9774 -0.3315 -1.8074 0.26 -0.20 -1.24
C -3.2612 0.1786 -1.4234 -0.45 0.05 0.70
H 4.4397 -0.0116 -0.3367 -0.69 0.40 0.48
H 4.6687 -1.0037 -1.6367 -0.35 -0.64 -0.35
H 3.7231 -1.6527 -0.2427 -0.08 0.07 -0.27
H 3.5808 0.7240 -3.0243 0.00 -0.15 -0.11
H 2.8617 1.6558 -1.7196 0.05 0.32 -0.02
H 1.2688 -0.0744 -3.6882 -0.54 0.00 0.20
H 1.6342 1.6528 -3.8123 -0.32 0.20 -0.49
H 0.5101 2.2505 -1.9977 0.45 0.31 1.28
H -0.7244 1.8145 -3.9703 0.24 -0.44 -0.71
H -1.5930 1.9948 -2.4991 0.13 0.15 0.15
H -0.9495 -0.7266 -3.6375 0.21 -0.45 0.64
H -2.4630 0.0693 -3.7968 -0.11 0.33 0.12
H -4.0307 -0.0258 -2.1678 0.13 -0.14 0.02
H -3.2024 1.2492 -1.2269 0.13 0.27 -0.27
H -3.5000 -0.2451 -0.4479 -0.02 -0.34 -0.26
C -1.1609 2.7478 0.4821 0.65 0.16 1.54
O -1.0771 1.3928 0.9915 -0.52 -0.54 -0.22
C -2.0325 1.0367 2.0423 -1.10 0.49 -0.14
C -1.6165 -0.1978 2.7832 0.05 1.63 -0.09
N -1.6261 -1.3236 1.8804 0.45 -0.59 0.78
C -0.9279 -2.4504 2.5132 2.01 -0.83 -0.82
C 0.4512 -2.1726 3.1194 -0.38 -0.78 0.43
O 1.4100 -1.7011 2.1508 -1.68 0.15 -1.02
C 2.7045 -1.6251 2.6732 1.56 0.35 1.07
H -0.5957 3.3535 1.1905 -0.03 0.30 -0.06
H -2.1632 3.1756 0.4594 -0.15 -0.42 -0.35
H -0.6202 2.8202 -0.4615 -0.41 -0.16 -0.03
H -3.0176 0.8316 1.6231 -0.07 0.05 -0.66
H -2.2699 1.8365 2.7438 0.78 0.43 -0.06
H -2.3152 -0.3433 3.6071 0.14 0.10 0.29
H -0.6208 0.0210 3.1691 0.02 -0.38 0.15
H -2.5544 -1.7177 1.9357 -0.68 0.45 -0.83
H -0.7658 -3.1087 1.6597 0.02 -0.82 0.26
H -1.4944 -2.9919 3.2708 -0.21 0.15 0.03
H 0.8181 -3.1047 3.5490 0.03 -0.31 -0.30
H 0.3460 -1.5574 4.0130 0.39 0.68 -0.24
H 3.4668 -1.2688 1.9804 -0.58 0.28 -0.52
H 3.1148 -2.5859 2.9838 -0.47 -0.21 0.29
H 2.6887 -0.9169 3.5017 0.25 -0.16 0.24
```
Forces are in eV/Å.

Values from the calculation:
Orbital gap (spin up / spin down) in eV: 10.4 / 3.8
Total charge: +3
Spin multiplicity: 2
DFT total energy in eV: -24764.73429
⟨S²⟩: 0.754
Energy above the lowest of the compared OMol25 structures with the same formula, charge and spin in kcal per mole: 3.96
HOMO energy (spin up / spin down) in eV: -19.318 / -19.314
Strongest force on any atom in eV Å⁻¹: 3.565

Population analysis type Löwdin, resulting atomic charges in e:
1. Ba 2.110
2. C -0.043
3. O -0.382
4. C -0.178
5. C -0.131
6. N -0.020
7. C -0.123
8. C -0.117
9. O -0.273
10. C 0.003
11. H 0.112
12. H 0.116
13. H 0.093
14. H 0.159
15. H 0.146
16. H 0.156
17. H 0.173
18. H 0.150
19. H 0.194
20. H 0.138
21. H 0.149
22. H 0.163
23. H 0.132
24. H 0.107
25. H 0.104
26. C -0.045
27. O -0.362
28. C -0.177
29. C -0.211
30. N -0.155
31. C -0.193
32. C -0.193
33. O -0.363
34. C -0.082
35. H 0.113
36. H 0.117
37. H 0.060
38. H 0.123
39. H 0.150
40. H 0.160
41. H 0.127
42. H 0.131
43. H 0.113
44. H 0.152
45. H 0.147
46. H 0.135
47. H 0.080
48. H 0.119
49. H 0.115

---

Record 3
C8H12NO | ωB97M-V/def2-TZVPD

Geometry as XYZ:
```
22
Properties=species:S:1:pos:R:3:forces:R:3
O 0.7061 3.9599 -2.0053 0.26 2.52 3.18
C 0.6265 3.4409 -3.0437 -0.43 -2.16 -0.47
C 0.4406 1.9636 -3.0476 0.58 -1.60 0.67
C 0.1338 1.2016 -2.0130 -0.99 1.49 -0.14
C -0.4117 0.6910 -0.9305 -1.12 0.10 -2.47
N 0.4738 0.1770 0.0740 -0.06 0.20 -0.04
C 0.7718 -1.2733 0.1187 -0.10 -2.18 -0.68
C -0.2869 -1.9601 0.9484 -2.32 1.41 0.64
C -0.9326 -0.7849 1.8462 1.82 -0.13 1.18
C -0.1892 0.5362 1.3855 0.86 0.23 1.11
H 0.7212 3.9567 -3.9653 0.05 0.50 -1.37
H 0.8957 1.4582 -3.8555 -0.15 -0.66 -1.36
H -1.5458 0.6565 -0.7957 1.89 -0.38 0.01
H 1.4414 0.5032 -0.1221 -1.02 1.00 0.53
H 1.8296 -1.3478 0.4414 -0.75 -0.29 -0.05
H 0.5738 -1.7857 -0.8410 1.13 1.02 -0.13
H 0.0110 -2.8609 1.4964 0.15 0.55 0.01
H -1.0908 -2.2613 0.2621 0.30 -0.20 0.16
H -2.0183 -0.6163 1.8580 0.40 -0.61 -0.32
H -0.5934 -1.0723 2.8970 -0.71 0.98 -1.16
H -0.6721 1.5605 1.3228 -0.04 -1.65 -0.25
H 0.6740 0.7472 1.9863 0.26 -0.15 0.98
```
Forces are in eV/Å.

Values from the calculation:
Orbital gap in eV: 9.6
Total charge: +1
DFT total energy in eV: -12017.87804
Energy above the lowest of the compared OMol25 structures with the same formula, charge and spin in kcal per mole: 61.57
HOMO energy in eV: -13.478
Strongest force on any atom in eV Å⁻¹: 4.065
SMILES: O=CC=C=C[NH+]1CCCC1

Population analysis type Löwdin, resulting atomic charges in e:
1. O 0.121
2. C -0.251
3. C 0.007
4. C 0.055
5. C -0.065
6. N -0.117
7. C -0.122
8. C -0.129
9. C -0.092
10. C -0.082
11. H 0.120
12. H 0.105
13. H 0.184
14. H 0.202
15. H 0.154
16. H 0.147
17. H 0.127
18. H 0.114
19. H 0.111
20. H 0.131
21. H 0.161
22. H 0.119

---

Record 4
CH12NO5 | ωB97M-V/def2-TZVPD

Geometry as XYZ:
```
19
Properties=species:S:1:pos:R:3:forces:R:3
N 1.1597 -0.4086 0.4934 3.13 0.52 0.06
C 1.9739 0.3431 -0.4417 0.42 0.84 0.50
O 1.9489 1.7762 -0.1551 -2.18 -0.25 0.01
H 1.7384 -0.2392 1.3291 -1.32 -0.57 0.19
H 0.2159 -0.0396 0.5497 -0.70 0.46 0.11
H 1.6213 0.1665 -1.4652 0.23 0.01 0.01
H 3.0843 0.0722 -0.3097 -1.68 0.13 -0.47
H 0.9490 2.0403 -0.0043 2.78 -0.43 -0.35
H -0.3250 2.7290 -1.2035 0.04 0.90 -0.25
O -0.6136 3.0211 -0.3254 0.55 -0.52 -0.72
H -0.8689 2.1071 -0.0606 -1.23 -0.58 0.97
H -1.5632 0.2350 -0.7715 -0.03 0.04 -0.31
O -1.4594 0.4659 0.1544 0.12 0.08 -0.03
H -2.0158 -0.9321 0.6294 -0.02 -0.39 0.86
H -2.9866 -2.0208 0.2817 -1.31 -0.71 -1.18
O -2.3771 -1.8575 0.9663 1.09 1.31 0.75
H -0.7785 -2.7612 0.5391 0.09 0.33 -0.35
H 0.2915 -1.8890 -0.1689 0.15 -0.33 0.53
O 0.0054 -2.8084 -0.0373 -0.14 -0.85 -0.33
```
Forces are in eV/Å.

Values from the calculation:
Orbital gap in eV: 9.3
Total charge: -1
DFT total energy in eV: -12960.46333
Energy above the lowest of the compared OMol25 structures with the same formula, charge and spin in kcal per mole: 11.55
HOMO energy in eV: -5.391
Strongest force on any atom in eV Å⁻¹: 3.174

Population analysis type Löwdin, resulting atomic charges in e:
1. N -0.011
2. C -0.340
3. O -0.157
4. H 0.091
5. H 0.013
6. H 0.100
7. H 0.123
8. H 0.068
9. H 0.033
10. O -0.111
11. H -0.029
12. H -0.042
13. O -0.387
14. H -0.002
15. H -0.013
16. O -0.145
17. H -0.015
18. H -0.038
19. O -0.139

---

Record 5
C5H8O | ωB97M-V/def2-TZVPD

Geometry as XYZ:
```
14
Properties=species:S:1:pos:R:3:forces:R:3
C 2.3161 -0.3758 -0.0303 0.07 -0.06 -0.04
C 1.0073 0.3547 0.0268 -0.16 -0.05 -0.05
C -0.0567 0.1011 -0.7296 0.17 -0.01 0.18
C -1.4099 0.6064 -0.3645 0.04 -0.02 -0.24
C -2.1841 -0.2430 0.5473 -0.24 -0.22 0.01
O -1.5891 0.9640 0.9986 0.01 0.16 0.12
H 2.2033 -1.3416 -0.5321 0.06 0.16 -0.02
H 2.6561 -0.5709 0.9929 0.01 0.00 -0.17
H 3.1126 0.1846 -0.5316 -0.13 0.02 0.06
H 0.8893 1.0948 0.8167 0.01 -0.16 -0.02
H -0.0170 -0.6112 -1.5555 0.03 0.08 0.14
H -1.9517 1.2491 -1.0606 0.11 -0.16 0.05
H -1.7039 -1.1573 0.8992 -0.11 0.17 0.01
H -3.2721 -0.2551 0.5227 0.13 0.07 -0.02
```
Forces are in eV/Å.

Values from the calculation:
Orbital gap in eV: 10.5
Total charge: 0
DFT total energy in eV: -7360.20652
Energy above the lowest of the compared OMol25 structures with the same formula, charge and spin in kcal per mole: 47.25
HOMO energy in eV: -9.335
Strongest force on any atom in eV Å⁻¹: 0.322
SMILES: C/C=C/[C@H]1CO1

Population analysis type Löwdin, resulting atomic charges in e:
1. C -0.102
2. C -0.150
3. C -0.080
4. C -0.309
5. C -0.119
6. O -0.050
7. H 0.072
8. H 0.073
9. H 0.072
10. H 0.111
11. H 0.115
12. H 0.141
13. H 0.117
14. H 0.109